Entry 1:
Molecular formula: C31H34NOS
Method: DFT, the ωB97M-V functional and the def2-TZVPD basis

frontier orbital gap: 4.53 eV
HOMO energy: -9.1 eV
spin multiplicity: 1
total charge: +1

Last column: Mulliken charge in e.
CARTESIAN COORDINATES (ANGSTROEM)
S 0.1679 -3.3025 -1.7668  -0.232
O 2.0767 -1.0752 -1.0413  -0.487
N 0.9258 -3.6882 0.6407  0.069
C 0.4895 3.9601 -1.6311  0.268
C -3.8207 -1.5303 0.0458  -1.022
C 0.2451 2.5349 -1.5809  -0.343
C -4.5568 -0.6960 0.8987  1.154
C 1.6133 5.8630 -2.7146  -0.624
C 2.0074 -0.2489 -2.2182  -0.881
C -1.9494 0.0482 0.0307  0.010
C -2.5342 -1.1848 -0.3535  0.021
C -2.6978 0.8675 0.9225  -0.261
C 0.2866 6.2376 -0.7429  -0.741
C 0.7391 -4.9568 0.1094  0.288
C 1.5439 8.1973 -1.7695  -1.409
C 1.5216 -3.5233 1.9587  -0.879
C 1.2812 4.5162 -2.6765  -0.632
C 1.3851 -0.6867 1.1926  0.385
C 1.9223 0.3657 3.7222  -0.635
C 0.5890 -2.6493 -0.2020  -0.229
C -0.0411 4.8865 -0.6924  -0.626
C -0.3231 1.8244 -0.5318  -0.527
C -5.9283 -1.1322 1.3261  -1.451
C 0.3648 -4.9319 -1.1942  1.027
C 1.1089 -1.3259 -0.1053  0.827
C 2.6815 -0.2177 1.4934  -0.550
C -0.6736 0.4453 -0.5270  0.707
C 0.6167 -0.0261 3.3994  -1.231
C 1.0146 -6.2127 0.8938  -1.789
C -3.9653 0.4895 1.3535  -1.227
C 1.1362 6.7464 -1.7369  1.041
C 0.2110 -6.1187 -2.0805  -1.473
C 0.3639 -0.5976 2.1552  -0.187
C 2.9476 0.2772 2.7710  -0.749
H 1.2118 -0.5610 -2.9077  0.273
H -0.1972 0.0758 4.1246  0.435
H 3.4686 -0.3131 0.7451  0.443
H -4.5265 1.1373 2.0346  0.325
H 1.6646 3.8513 -3.4515  0.346
H 2.9824 -0.4081 -2.6852  0.396
H 2.0870 -6.4622 0.9722  0.319
H 0.4521 1.9861 -2.5115  0.780
H -0.7230 4.5254 0.0838  0.384
H 1.6528 -4.5231 2.3740  0.452
H 2.6219 8.3244 -1.6066  0.311
H 2.2628 6.2561 -3.5005  0.385
H -1.9973 -1.8322 -1.0404  0.248
H -0.6281 -5.9742 -2.7691  0.367
H 2.5078 -3.0393 1.9147  0.328
H -6.3954 -0.4218 2.0110  0.360
H 1.0223 8.7742 -0.9990  0.352
H -6.5911 -1.2591 0.4601  0.347
H 0.5837 -6.2181 1.9046  0.451
H -4.2821 -2.4487 -0.3190  0.411
H 2.1452 0.7646 4.7130  0.404
H 1.1168 -6.3011 -2.6758  0.290
H -5.8957 -2.1089 1.8282  0.330
H 3.9709 0.5743 3.0171  0.424
H 0.5470 -7.0519 0.3586  0.328
H -0.5979 2.4065 0.3563  0.300
H -0.2843 -0.2066 -1.3145  0.584
H -0.6207 -0.9749 1.8809  0.915
H 1.3238 8.6640 -2.7368  0.351
H -0.0986 6.9353 0.0060  0.289
H 0.0198 -7.0230 -1.4958  0.388
H -2.3138 1.8401 1.2264  0.338
H 1.9012 0.8132 -1.9655  0.454
H 0.8601 -2.9565 2.6193  0.281

Cartesian forces (eV/Å) of the 3 atoms listed first:
0.1 -0.1 0.9
0.6 -0.1 -1.3
-1.0 0.6 -0.2

Entry 2:
Molecular formula: C31H42HgNPSe
Method: DFT, the ωB97M-V functional and the def2-TZVPD basis

frontier orbital gap (spin up / spin down): 6.32 / 5.34 eV
HOMO energy (spin up / spin down): -3.5 / -3.7 eV
spin multiplicity: 2
total charge: -1
<S²>: 0.7649

Last column: Mulliken charge in e.
CARTESIAN COORDINATES (ANGSTROEM)
Hg 0.6059 -0.8710 0.9677  0.322
Se 2.5663 0.2919 3.1187  -0.236
P -0.3284 -0.7970 -2.0513  -0.018
N -1.6883 0.1235 0.4474  0.452
C -4.1963 0.3641 -2.9354  -0.028
C -0.1028 1.7412 5.9886  -0.719
C -3.7874 0.9181 5.7044  -1.788
C 1.1446 1.2816 -3.0241  -1.648
C -3.8027 0.6989 -0.5715  -0.420
C -4.6111 0.7897 -1.6722  -0.974
C 1.4932 1.4377 4.2054  0.261
C -0.6944 4.0120 6.9007  -1.767
C -2.2852 0.3471 1.6949  -1.003
C 1.6350 2.8320 4.1300  0.896
C 0.9347 3.6394 5.0191  -0.759
C -3.1089 -0.6239 2.2969  2.029
C 0.2725 -0.5677 5.1678  -1.779
C -1.0700 2.5356 1.7957  -1.625
C -5.1051 0.4327 -4.1289  -1.765
C 0.0667 3.1139 5.9633  0.738
C 0.7829 -3.3332 -2.1618  -1.383
C -0.5113 -2.5998 -2.5136  0.638
C 2.5123 3.5089 3.1155  -2.011
C -2.4662 0.2012 -0.6397  -1.194
C -0.2667 0.2893 -4.8105  -1.681
C -3.5863 -0.4172 3.5807  -1.115
C 0.5081 -0.0188 -3.5291  0.632
C -3.4122 -1.8967 1.5598  -1.492
C -0.9328 -2.9481 -3.9361  -1.438
C -1.9723 1.5064 2.4159  1.492
C -2.9070 -0.1246 -3.0237  0.508
C -2.0245 -0.1933 -1.9468  0.678
C -3.2890 0.7353 4.2980  0.820
C 0.5854 0.8950 5.1271  0.910
C -2.4800 1.6839 3.6922  -0.793
H 1.0710 -3.1590 -1.1243  0.238
H -1.8819 -2.4904 -4.2087  0.209
H -0.7278 -0.5873 -5.2577  0.252
H -3.9787 -2.5839 2.1877  0.457
H 0.4154 0.7167 -5.5509  0.484
H 1.7140 1.7727 -3.8158  0.470
H -0.0214 4.5269 7.5896  0.445
H -1.2445 4.7774 6.3502  0.346
H 1.6068 -2.9918 -2.7929  0.277
H -4.2022 -1.1851 4.0399  0.341
H -4.1713 1.0270 0.3908  0.400
H -5.8887 -0.3290 -4.0987  0.313
H -3.1575 0.3834 6.4220  0.218
H -4.5438 0.2851 -5.0531  0.349
H -2.4841 -2.3830 1.2496  0.222
H 1.8065 1.1014 -2.1776  0.359
H -1.0465 1.0254 -4.6183  0.369
H -1.0484 -4.0304 -4.0383  0.501
H -0.1620 -0.8395 6.1300  0.377
H -5.6044 1.4010 -4.1981  0.364
H -4.8031 0.5386 5.8181  0.495
H 1.1574 -1.1737 4.9809  0.497
H 2.7755 2.8347 2.3035  0.448
H -0.0890 2.1064 1.5763  0.153
H -0.8068 1.3084 6.6932  0.288
H 0.3679 1.9725 -2.6902  0.303
H 3.4407 3.8574 3.5731  0.401
H -3.9810 -1.7076 0.6483  0.248
H -1.2969 -2.9358 -1.8246  0.315
H -5.6091 1.2009 -1.5547  0.346
H -0.9336 3.3842 2.4648  0.438
H -0.4518 -0.8087 4.3832  0.125
H 1.3167 -0.7240 -3.7617  0.271
H -1.4731 2.8882 0.8435  0.442
H -2.5728 -0.4675 -3.9925  0.089
H -2.2252 2.5847 4.2316  0.316
H -1.4109 3.4431 7.4927  0.339
H -0.1750 -2.6360 -4.6545  0.233
H 1.0710 4.7153 4.9635  0.336
H 1.9974 4.3790 2.7032  0.371
H -3.7842 1.9705 5.9884  0.368
H 0.6751 -4.4095 -2.3144  0.446

Cartesian forces (eV/Å) of the 3 atoms listed first:
0.1 0.4 0.2
-0.3 -0.3 -0.6
0.2 -0.3 -0.1

Entry 3:
Molecular formula: C8H12Cl2ErGaN2O3S
Method: DFT, the ωB97M-V functional and the def2-TZVPD basis

frontier orbital gap (spin up / spin down): 5.31 / 5.35 eV
HOMO energy (spin up / spin down): -20.6 / -20.6 eV
spin multiplicity: 4
total charge: +4
<S²>: 3.7525

Last column: Mulliken charge in e.
CARTESIAN COORDINATES (ANGSTROEM)
Er -3.6368 2.5111 -3.8743  1.982
Ga -0.3687 0.2191 -0.2567  0.665
Cl -3.8465 0.2185 -3.1899  -0.212
Cl -2.1208 1.4908 -0.3174  -0.143
S -0.6790 -1.8129 0.8556  -0.092
O -6.1554 2.1655 -6.2891  0.187
O -4.2138 5.1670 -6.2232  0.093
O 2.6822 -0.4134 -0.2810  -0.036
N 0.8088 -2.9400 2.8840  -0.301
N 1.0067 -0.6627 2.6201  0.044
C 1.4709 -0.4438 4.0231  -0.400
C 2.9031 0.0685 4.0502  -1.063
C 2.5532 -4.6687 3.2374  -1.187
C 0.4062 -1.7808 2.2205  0.424
C 1.5962 0.0268 -0.2988  0.535
C -5.3073 2.3652 -5.5269  -0.173
C 2.0451 -3.5673 2.3227  -0.131
C -3.9082 4.3969 -5.4185  0.096
H 2.1042 -5.6180 2.9065  0.367
H 0.9579 0.1674 2.0231  -0.073
H 1.7574 -3.9442 1.3254  0.346
H 3.3865 -0.1033 3.0794  0.332
H 2.8712 1.1465 4.2693  0.338
H 1.3715 -1.4078 4.5379  0.363
H 0.7505 0.2750 4.4548  0.445
H 2.2993 -4.4736 4.2878  0.359
H 2.8003 -2.7763 2.2140  0.216
H 3.6516 -4.6964 3.1884  0.348
H 0.0662 -3.6377 2.9867  0.344
H 3.5049 -0.4630 4.8012  0.326

Cartesian forces (eV/Å) of the 3 atoms listed first:
0.5 -1.5 1.7
-3.0 -1.1 1.7
0.1 1.3 -0.6

Entry 4:
Molecular formula: C5H14
Method: DFT, the ωB97M-V functional and the def2-TZVPD basis

frontier orbital gap: 12.20 eV
HOMO energy: -11.1 eV
spin multiplicity: 1
total charge: 0
structure (SMILES): CCC.CC

Last column: Mulliken charge in e.
CARTESIAN COORDINATES (ANGSTROEM)
C -2.8211 0.8351 -0.4347  -1.092
C 3.2231 -0.4806 0.5569  -0.909
C 2.2506 0.4990 -0.1099  -0.698
C -1.4411 0.3330 -0.0155  0.036
C -1.6106 -1.1706 0.1613  -1.016
H 4.1089 -0.0720 0.8934  0.365
H -0.6928 -1.7780 0.1879  0.321
H 2.6998 -1.0890 1.3896  0.229
H 1.5094 0.1272 -0.7465  0.197
H -2.4082 -1.5261 0.9302  0.288
H -1.0911 0.7724 0.8777  0.325
H 3.8022 -1.1601 -0.2082  0.240
H 2.7979 1.1697 -0.8503  0.313
H -3.6903 0.4121 0.1311  0.292
H -2.8285 1.9228 -0.0703  0.287
H -3.2215 0.9099 -1.5004  0.292
H -1.8962 -1.5401 -0.9526  0.221
H -0.6682 0.4834 -0.8715  0.051
H 1.9775 1.3519 0.6320  0.259

Cartesian forces (eV/Å) of the 3 atoms listed first:
-1.6 3.3 0.6
-1.3 -3.0 -1.5
2.9 3.6 0.8

Entry 5:
Molecular formula: C25H67N5O7
Method: DFT, the ωB97M-V functional and the def2-TZVPD basis

frontier orbital gap: 5.72 eV
HOMO energy: -6.2 eV
spin multiplicity: 1
total charge: 0

Last column: Mulliken charge in e.
CARTESIAN COORDINATES (ANGSTROEM)
O 8.1735 -1.4112 0.1394  -0.314
O -0.9144 -1.3928 -1.7247  -0.378
O -0.8712 3.3747 1.3220  -0.461
O -5.2256 -1.9104 -2.1113  -0.277
O -2.4554 -3.3592 6.7234  -0.365
O 0.8299 -0.4900 -5.6453  -0.274
O 0.7367 -1.0608 1.7179  -1.019
N -3.8836 -4.3221 -1.2437  -0.551
N -2.8998 -2.3497 3.0581  -0.612
N 1.3854 -2.9792 -4.5174  -0.545
N -0.1791 4.5673 1.6225  0.340
N 4.6518 -0.8126 -1.1169  -0.631
C 1.6296 4.0728 0.0850  -2.174
C 0.5918 5.1337 0.4856  1.696
C 0.8213 7.2924 1.9511  -0.828
C -5.9674 -2.9777 -1.6465  -0.816
C 1.5005 6.2714 1.0219  -1.185
C -5.6049 -0.7439 -1.4238  -0.782
C -1.2380 4.6111 3.8586  -1.881
C -5.9330 -5.5672 -1.4542  -1.442
C -5.1732 -4.3409 -1.9791  0.232
C -2.7765 -4.6096 3.9653  -1.342
C 6.7826 -0.9787 0.2388  -0.652
C 1.2564 -2.8157 -6.0038  0.362
C -0.9160 5.4589 2.5879  1.209
C -3.0352 -3.1411 4.2670  0.432
C 1.6872 -1.3597 -6.3174  -0.856
C -2.2293 6.0836 1.9575  -1.556
C 1.1978 0.9202 -5.7102  -0.783
C 0.0018 6.5601 3.1068  -1.090
C 6.6424 -0.1584 -2.2563  -1.309
C 6.0754 -0.9671 -1.1419  0.453
C 8.9053 -1.0708 1.3099  -0.858
C -0.3062 5.6018 -0.7357  -1.701
C -0.1974 -3.1053 -6.3884  -1.312
C -1.1277 -3.4893 7.3299  -0.739
C -2.2805 -2.6713 5.4581  -0.881
H -6.1401 -2.9972 -0.5704  0.421
H 6.7039 0.0309 0.6421  0.352
H -0.3424 4.1032 4.2165  0.437
H -4.9608 -0.0199 -1.9231  0.255
H 6.2175 -1.7012 0.8276  0.351
H -0.3325 -2.9503 -7.4588  0.335
H -0.4197 -1.9363 -2.3425  0.404
H -1.0100 4.8110 -0.9951  0.336
H 2.0675 -2.2926 -4.2285  0.199
H 2.1051 3.6350 0.9627  0.498
H -1.7506 5.1901 4.6268  0.384
H 8.4749 -1.5858 2.1688  0.341
H -3.6273 -5.0222 3.4230  0.264
H -1.3374 -3.7929 8.3555  0.242
H 0.9249 1.3816 -6.6593  0.294
H 7.6985 -0.4196 -2.3240  0.349
H -2.9066 5.3534 1.5146  0.378
H 1.1605 -1.4999 2.4809  0.113
H 8.8895 -0.1035 1.8121  0.355
H 6.6034 0.9230 -2.1251  0.325
H -4.0818 -3.1150 4.5705  0.282
H -5.9983 -5.7123 -0.3759  0.354
H -1.8929 -2.2736 3.0792  0.260
H -6.9781 -5.6381 -1.7557  0.373
H -2.7692 6.7715 2.6083  0.407
H 6.1225 -0.4027 -3.1826  0.285
H -6.5937 -0.3266 -1.6143  0.322
H -4.0928 -3.7962 -0.4072  0.244
H 9.9349 -1.4285 1.3077  0.297
H -0.5203 -4.1362 -6.2429  0.377
H 6.0864 -2.0134 -1.4474  0.200
H 4.4874 0.0880 -0.6904  0.190
H 2.4321 4.4487 -0.5497  0.406
H -2.6699 -4.9533 4.9941  0.373
H 1.2709 3.2502 -0.5337  0.428
H -1.2238 -2.6745 5.1903  0.453
H 0.3786 5.8740 -1.5390  0.435
H -1.8248 -4.8170 3.4761  0.317
H -1.8646 3.7846 3.5234  0.425
H -0.6327 -4.2573 6.7357  0.330
H -3.1133 -1.4289 3.4142  0.293
H 2.6677 -1.1582 -5.8859  0.425
H 0.2257 8.0320 1.4160  0.357
H -0.4439 -1.2135 -0.9074  0.400
H -3.5835 -5.2627 -1.0305  0.253
H -0.5901 7.2762 3.6768  0.466
H -6.8522 -2.9905 -2.2830  0.424
H 0.7635 6.1337 3.7596  0.357
H 2.4523 5.8792 1.3801  0.488
H 1.6903 -3.8973 -4.2272  0.218
H -0.5453 -2.5689 7.3739  0.308
H 4.0792 -1.3584 -0.4890  0.267
H -0.8686 -2.4135 -5.8794  0.261
H 1.9280 -3.5334 -6.4749  0.341
H -2.3413 -1.5887 5.5689  0.392
H -2.1426 6.6706 1.0431  0.311
H -1.7509 -1.8268 -1.5420  0.416
H 1.8617 -1.1943 -7.3805  0.432
H -4.9660 -4.3527 -3.0491  0.265
H -5.3110 -0.7263 -0.3743  0.334
H 1.6135 7.8642 2.4345  0.413
H -0.2384 2.6853 1.5364  0.350
H 1.8554 6.8368 0.1602  0.414
H -0.8197 6.5125 -0.4273  0.337
H 0.5681 1.5167 -5.0500  0.252
H 2.2217 1.0271 -5.3521  0.318
H -5.6035 -6.5627 -1.7515  0.405

Cartesian forces (eV/Å) of the 3 atoms listed first:
-0.6 1.6 0.3
-0.6 0.5 -0.7
-0.4 0.6 -0.5

Entry 6:
Molecular formula: C6H19N2O
Method: DFT, the ωB97M-V functional and the def2-TZVPD basis

frontier orbital gap: 9.61 eV
HOMO energy: -12.7 eV
spin multiplicity: 1
total charge: +1

Last column: Mulliken charge in e.
CARTESIAN COORDINATES (ANGSTROEM)
O -0.2171 -2.5134 1.5074  -0.664
N -1.3201 -1.6839 -0.8641  -0.209
N -0.9237 0.6495 0.2735  -0.301
C 1.0931 -1.2315 -1.6650  -1.333
C 1.9454 1.5727 0.9173  -0.782
C -0.3768 -0.8345 -1.7508  0.159
C -0.6449 2.0530 0.8375  -0.688
C -0.5055 0.6621 -1.2017  -0.583
C 0.6616 2.1829 1.6040  -0.176
H 1.8898 1.3683 -0.1896  0.070
H 1.4105 -2.0451 -2.1880  0.424
H -1.5376 2.4188 1.3936  0.309
H 0.4837 -3.2217 1.3372  0.338
H -1.1210 1.2831 -1.8335  0.313
H -2.2092 -1.4225 -0.9077  0.324
H -0.7695 -0.7131 -2.7624  0.412
H 2.8429 2.2121 0.9001  0.388
H 0.8667 3.2781 1.7722  0.338
H 1.7728 -0.3105 -1.8137  0.306
H -1.4574 -2.7199 -1.0040  0.371
H 2.3650 0.5563 1.3455  0.197
H -0.9070 -1.6249 0.1566  0.206
H 1.2920 -1.3963 -0.6715  0.397
H 0.3402 1.4505 2.4779  0.212
H -0.1895 -1.9012 2.1888  0.288
H 0.4357 1.1680 -1.1504  0.245
H -0.6793 2.5327 -0.2498  0.344
H -0.4229 0.0075 0.8255  0.098

Cartesian forces (eV/Å) of the 3 atoms listed first:
0.0 -2.9 -3.7
5.6 -2.6 1.1
-1.1 2.2 -1.1

Total energy? In order: -47062.3285, -113130.9856, -133445.4491, -5410.2174, -48783.6081, -11548.7336 eV.
Molecular weight? In order: 468.69, 739.21, 524.15, 74.17, 549.84, 135.23 g/mol.